A 10-piece molecular cluster, C37H103N9O10 overall in a non-equilibrium geometry. Source: OMol25; level of theory: the ωB97M-V functional and the def2-TZVPD basis.

Its energy relative to the best compared isomer or geometry (same formula, charge and spin) is 25.2 kJ/mol. As for the strongest force on any atom: 0.04949 Eh/bohr. For the LUMO energy, the calculation gives 0.5505 eV. The HOMO energy is -8.8 eV.

Each atom is followed by the atoms it is bonded to, with distances in Å.
Geometry (Å):
1 C 22.218 -15.171 -5.259  O2 1.416, H7 1.092, H8 1.093, H9 1.095
2 O 20.902 -15.692 -5.303  C1 1.416, C3 1.409
3 C 20.606 -16.379 -4.109  O2 1.409, C4 1.528, H10 1.096, H11 1.097
4 C 21.409 -17.657 -3.867  C3 1.528, C5 1.534, N6 1.482, H12 1.095
5 C 21.238 -18.676 -5.000  C4 1.534, H13 1.091, H14 1.095, H15 1.094
6 N 21.047 -18.260 -2.562  C4 1.482, H16 1.019, H17 1.017
7 H 22.266 -14.294 -5.908  C1 1.092
8 H 23.000 -15.848 -5.612  C1 1.093
9 H 22.438 -14.787 -4.258  C1 1.095
10 H 20.717 -15.694 -3.261  C3 1.096
11 H 19.549 -16.669 -4.045  C3 1.097
12 H 22.469 -17.383 -3.854  C4 1.095
13 H 21.846 -19.574 -4.887  C5 1.091
14 H 21.555 -18.241 -5.954  C5 1.095
15 H 20.170 -18.915 -5.029  C5 1.094
16 H 20.121 -18.657 -2.711  N6 1.019
17 H 21.672 -19.059 -2.481  N6 1.017
18 C 26.167 -17.678 -3.499  O19 1.398, H24 1.096, H25 1.097, H26 1.093
19 O 25.880 -16.728 -2.515  C18 1.398, C20 1.430
20 C 24.457 -16.614 -2.423  O19 1.430, C21 1.531, H27 1.092, H28 1.095
21 C 24.047 -15.916 -1.123  C20 1.531, C22 1.526, N23 1.465, H29 1.095
22 C 24.585 -16.670 0.089  C21 1.526, H30 1.089, H31 1.091, H32 1.094
23 N 22.590 -15.758 -1.129  C21 1.465, H33 1.026, H34 1.019
24 H 25.872 -18.696 -3.216  C18 1.096
25 H 27.250 -17.847 -3.458  C18 1.097
26 H 25.876 -17.416 -4.519  C18 1.093
27 H 24.198 -16.019 -3.302  C20 1.092
28 H 24.013 -17.614 -2.397  C20 1.095
29 H 24.540 -14.940 -1.178  C21 1.095
30 H 25.674 -16.650 0.074  C22 1.089
31 H 24.191 -17.685 0.147  C22 1.091
32 H 24.272 -16.127 0.985  C22 1.094
33 H 22.156 -16.581 -1.561  N23 1.026
34 H 22.316 -15.881 -0.156  N23 1.019
35 C 26.542 -18.982 -9.480  O36 1.398, H41 1.095, H42 1.100, H43 1.089
36 O 25.822 -20.171 -9.636  C35 1.398, C37 1.414
37 C 26.378 -21.068 -10.577  O36 1.414, C38 1.537, H44 1.097, H45 1.099
38 C 25.349 -22.152 -10.932  C37 1.537, C39 1.527, N40 1.473, H46 1.093
39 C 24.800 -22.890 -9.713  C38 1.527, H47 1.087, H48 1.091, H49 1.093
40 N 25.951 -23.138 -11.846  C38 1.473, H50 1.016, H51 1.018
41 H 26.675 -18.387 -10.391  C35 1.095
42 H 27.567 -19.112 -9.102  C35 1.100
43 H 26.053 -18.349 -8.741  C35 1.089
44 H 26.657 -20.575 -11.516  C37 1.097
45 H 27.279 -21.526 -10.144  C37 1.099
46 H 24.559 -21.685 -11.527  C38 1.093
47 H 24.108 -23.696 -9.943  C39 1.087
48 H 24.274 -22.151 -9.107  C39 1.091
49 H 25.677 -23.272 -9.184  C39 1.093
50 H 26.147 -22.690 -12.737  N40 1.016
51 H 26.845 -23.440 -11.465  N40 1.018
52 C 23.826 -17.491 -10.956  O53 1.414, H58 1.090, H59 1.103, H60 1.089
53 O 23.025 -17.772 -12.086  C52 1.414, C54 1.405
54 C 23.605 -18.800 -12.848  O53 1.405, C55 1.494, H61 1.101, H62 1.100
55 C 22.776 -19.031 -14.069  C54 1.494, C56 1.529, N57 1.466, H63 1.101
56 C 21.345 -19.492 -13.790  C55 1.529, H64 1.095, H65 1.089, H66 1.090
57 N 23.379 -20.017 -14.971  C55 1.466, H67 1.007, H68 1.009
58 H 24.901 -17.463 -11.130  C52 1.090
59 H 23.692 -18.343 -10.268  C52 1.103
60 H 23.460 -16.653 -10.365  C52 1.089
61 H 24.624 -18.573 -13.196  C54 1.101
62 H 23.686 -19.742 -12.284  C54 1.100
63 H 22.676 -18.125 -14.687  C55 1.101
64 H 21.385 -20.531 -13.449  C56 1.095
65 H 20.701 -19.423 -14.665  C56 1.089
66 H 20.905 -18.904 -12.984  C56 1.090
67 H 22.718 -20.362 -15.648  N57 1.007
68 H 24.234 -19.751 -15.436  N57 1.009
69 C 19.049 -21.926 -6.007  O70 1.416, H75 1.095, H76 1.089, H77 1.089
70 O 19.410 -21.533 -7.318  C69 1.416, C71 1.407
71 C 20.105 -20.309 -7.348  O70 1.407, C72 1.529, H78 1.097, H79 1.094
72 C 20.535 -20.035 -8.789  C71 1.529, C73 1.529, N74 1.475, H80 1.096
73 C 21.448 -21.101 -9.395  C72 1.529, H81 1.088, H82 1.094, H83 1.091
74 N 21.201 -18.721 -8.859  C72 1.475, H84 1.018, H85 1.018
75 H 19.906 -21.787 -5.340  C69 1.095
76 H 18.875 -23.001 -6.013  C69 1.089
77 H 18.161 -21.392 -5.668  C69 1.089
78 H 19.436 -19.489 -7.059  C71 1.097
79 H 20.964 -20.336 -6.671  C71 1.094
80 H 19.637 -20.033 -9.419  C72 1.096
81 H 21.056 -22.114 -9.334  C73 1.088
82 H 22.379 -21.102 -8.820  C73 1.094
83 H 21.623 -20.847 -10.441  C73 1.091
84 H 21.652 -18.646 -9.769  N74 1.018
85 H 20.491 -17.995 -8.920  N74 1.018
86 C 22.783 -23.155 -6.606  O87 1.409, H92 1.093, H93 1.090, H94 1.103
87 O 22.938 -23.578 -5.271  C86 1.409, C88 1.404
88 C 22.008 -24.542 -4.852  O87 1.404, C89 1.514, H95 1.098, H96 1.100
89 C 22.381 -25.094 -3.492  C88 1.514, C90 1.538, N91 1.477, H97 1.093
90 C 23.702 -25.881 -3.522  C89 1.538, H98 1.091, H99 1.097, H100 1.092
91 N 21.309 -25.990 -3.015  C89 1.477, H101 1.017, H102 1.013
92 H 23.000 -23.938 -7.337  C86 1.093
93 H 23.359 -22.242 -6.753  C86 1.090
94 H 21.746 -22.813 -6.762  C86 1.103
95 H 21.009 -24.095 -4.763  C88 1.098
96 H 21.904 -25.353 -5.588  C88 1.100
97 H 22.488 -24.206 -2.864  C89 1.093
98 H 23.892 -26.440 -2.604  C90 1.091
99 H 24.589 -25.237 -3.542  C90 1.097
100 H 23.760 -26.498 -4.420  C90 1.092
101 H 21.468 -26.878 -3.484  N91 1.017
102 H 21.461 -26.197 -2.035  N91 1.013
103 C 23.248 -12.084 -7.571  O104 1.402, H109 1.093, H110 1.098, H111 1.088
104 O 23.647 -13.425 -7.670  C103 1.402, C105 1.416
105 C 24.802 -13.643 -8.458  O104 1.416, C106 1.519, H112 1.101, H113 1.101
106 C 25.315 -15.061 -8.271  C105 1.519, C107 1.539, N108 1.455, H114 1.092
107 C 25.729 -15.414 -6.832  C106 1.539, H115 1.087, H116 1.091, H117 1.089
108 N 26.439 -15.373 -9.141  C106 1.455, H118 1.019, H119 1.020
109 H 22.787 -11.708 -8.488  C103 1.093
110 H 24.102 -11.441 -7.320  C103 1.098
111 H 22.574 -11.991 -6.721  C103 1.088
112 H 24.491 -13.399 -9.485  C105 1.101
113 H 25.602 -12.916 -8.247  C105 1.101
114 H 24.495 -15.739 -8.519  C106 1.092
115 H 24.826 -15.552 -6.243  C107 1.087
116 H 26.405 -14.668 -6.412  C107 1.091
117 H 26.288 -16.346 -6.906  C107 1.089
118 H 27.253 -14.790 -8.951  N108 1.019
119 H 26.243 -15.125 -10.111  N108 1.020
120 C 28.835 -18.193 -5.949  O121 1.407, H126 1.088, H127 1.098, H128 1.095
121 O 29.192 -18.974 -4.834  C120 1.407, C122 1.410
122 C 30.527 -19.425 -4.817  O121 1.410, C123 1.535, H129 1.096, H130 1.097
123 C 30.632 -20.429 -3.660  C122 1.535, C124 1.524, N125 1.462, H131 1.097
124 C 32.096 -20.694 -3.332  C123 1.524, H132 1.093, H133 1.092, H134 1.088
125 N 29.985 -21.673 -4.077  C123 1.462, H135 1.017, H136 1.019
126 H 27.779 -17.931 -5.931  C120 1.088
127 H 29.009 -18.793 -6.851  C120 1.098
128 H 29.419 -17.266 -5.963  C120 1.095
129 H 30.785 -19.881 -5.779  C122 1.096
130 H 31.260 -18.633 -4.617  C122 1.097
131 H 30.090 -19.913 -2.858  C123 1.097
132 H 32.534 -19.782 -2.918  C124 1.093
133 H 32.672 -20.925 -4.230  C124 1.092
134 H 32.184 -21.549 -2.664  C124 1.088
135 H 29.693 -22.211 -3.266  N125 1.017
136 H 29.106 -21.436 -4.536  N125 1.019
137 C 27.946 -21.702 -7.185  O138 1.415, H143 1.093, H144 1.097, H145 1.089
138 O 27.511 -21.468 -5.859  C137 1.415, C139 1.412
139 C 26.102 -21.368 -5.859  O138 1.412, C140 1.542, H146 1.098, H147 1.098
140 C 25.609 -21.253 -4.402  C139 1.542, C141 1.526, N142 1.465, H148 1.089
141 C 25.862 -22.571 -3.677  C140 1.526, H149 1.090, H150 1.094, H151 1.091
142 N 24.165 -21.004 -4.376  C140 1.465, H152 1.019, H153 1.018
143 H 27.449 -20.980 -7.839  C137 1.093
144 H 27.690 -22.700 -7.561  C137 1.097
145 H 29.027 -21.625 -7.290  C137 1.089
146 H 25.772 -20.499 -6.444  C139 1.098
147 H 25.633 -22.239 -6.334  C139 1.098
148 H 26.220 -20.499 -3.906  C140 1.089
149 H 25.473 -22.533 -2.659  C141 1.090
150 H 26.935 -22.783 -3.645  C141 1.094
151 H 25.454 -23.435 -4.202  C141 1.091
152 H 23.670 -21.826 -4.718  N142 1.019
153 H 23.955 -20.275 -5.055  N142 1.018
154 C 23.971 -18.164 -6.797  O155 1.431, H156 1.096, H157 1.088, H158 1.092
155 O 23.277 -19.415 -6.802  C154 1.431, H159 0.972
156 H 23.613 -17.520 -5.985  C154 1.096
157 H 25.030 -18.362 -6.645  C154 1.088
158 H 23.759 -17.670 -7.748  C154 1.092
159 H 22.418 -19.177 -7.191  O155 0.972

Here are the Löwdin charges for atoms 1 to 4, given in e:
1 C -0.094
2 O -0.150
3 C -0.212
4 C -0.424